Record 1
CH9N4O3P | wB97M-V/def2-TZVPD

Energy above the lowest of the compared OMol25 structures with the same formula, charge and spin   0.00 kcal per mole
Charge   0
Frontier orbital gap (spin up / spin down)   4.2 / 6.3 eV
E_LUMO (spin up / spin down)   0.027 / -0.150 Eh
Spin multiplicity   3
Calculated total energy   -829.4415 hartree

Each line ends with the Mulliken spin population.
Positions of all 18 atoms, in Å:
1 C -0.347 0.198 -0.957  0.4274
2 N -0.525 -1.394 -0.741  -0.0474
3 N 1.014 0.487 -0.651  0.7831
4 N -0.613 -1.586 0.670  -0.0180
5 N -1.023 0.992 -0.045  0.3431
6 O 2.256 -1.850 -0.033  -0.1236
7 O 1.968 0.018 1.705  -0.1461
8 O 3.521 0.410 -0.234  -0.8702
9 P 2.204 -0.373 0.176  2.0001
10 H -0.547 0.376 -2.057  -0.1596
11 H 0.393 -1.782 -0.864  0.0195
12 H 1.304 1.471 -0.969  -0.2220
13 H 0.351 -1.701 1.106  -0.0662
14 H -1.086 -2.482 0.788  -0.0114
15 H 4.130 -0.254 -0.488  0.0759
16 H -1.899 1.343 -0.266  0.0010
17 H -1.043 0.583 0.865  -0.0666
18 H 2.229 0.927 1.853  0.0809

Atoms 1-6, force components in eV/Å:
-0.365 -4.057 -0.850
-0.214 2.508 0.425
0.648 0.623 -0.331
0.205 -0.593 1.479
0.998 -0.550 0.222
-0.071 1.664 -0.126

---

Record 2
C17H20N2O9 | wB97M-V/def2-TZVPD

Energy above the lowest of the compared OMol25 structures with the same formula, charge and spin   7.71 kcal per mole
Charge   0
Frontier orbital gap   8.3 eV
E_LUMO   -0.020 Eh
Spin multiplicity   1
Calculated total energy   -1446.3968 hartree

Each line ends with the Löwdin charge.
Positions of all 48 atoms, in Å:
1 O -0.277 -3.221 0.084  0.1006
2 O -0.716 -0.584 2.531  0.1327
3 O 3.277 -1.438 2.972  0.0866
4 O -6.474 1.746 -1.412  0.0639
5 O -6.245 -0.133 -2.546  0.0525
6 O 2.055 1.212 -1.259  -0.0517
7 O 1.679 -2.220 -0.584  0.0370
8 O 0.143 0.839 0.970  0.0554
9 O 3.063 0.399 1.556  0.0416
10 C 0.703 -3.155 -0.665  -0.4737
11 C -0.408 0.518 2.162  -0.5152
12 C 3.188 -0.225 2.768  -0.4661
13 C -2.124 0.178 -2.433  0.0006
14 C -2.341 2.312 -1.331  -0.0119
15 C -3.523 0.034 -2.485  0.0194
16 C -3.744 2.144 -1.298  0.0341
17 C -1.521 1.317 -1.844  -0.2501
18 C -4.370 1.026 -1.942  -0.1497
19 N -0.147 1.540 -1.752  0.0851
20 N -5.795 0.873 -1.962  -0.3429
21 C 0.853 -4.098 -1.856  0.0238
22 C -0.691 1.669 3.081  0.0266
23 C 3.280 0.653 4.011  0.0196
24 C 0.791 0.524 -1.382  -0.2524
25 C 3.144 0.386 -0.849  -0.0972
26 C 1.493 -1.156 0.366  -0.1604
27 C 0.404 -0.160 -0.034  -0.1429
28 C 2.901 -0.467 0.430  -0.1799
29 H -1.534 -0.602 -2.891  0.1073
30 H -1.955 3.213 -0.879  0.1138
31 H -3.910 -0.853 -2.964  0.1156
32 H -4.301 2.937 -0.849  0.1056
33 H 0.099 2.455 -1.365  0.1497
34 H 0.121 -4.910 -1.722  0.0915
35 H 1.864 -4.573 -1.860  0.1004
36 H 0.603 -3.543 -2.752  0.0800
37 H -1.219 1.397 4.014  0.1043
38 H 0.263 2.058 3.410  0.0754
39 H -1.228 2.438 2.540  0.0823
40 H 4.064 0.319 4.709  0.0937
41 H 2.307 0.572 4.538  0.0975
42 H 3.551 1.653 3.699  0.0749
43 H 0.842 -0.232 -2.197  0.1712
44 H 3.408 -0.300 -1.669  0.1342
45 H 4.041 1.007 -0.731  0.1395
46 H 1.295 -1.599 1.355  0.1549
47 H -0.553 -0.676 -0.179  0.1566
48 H 3.649 -1.276 0.494  0.1661

Atoms 1-6, force components in eV/Å:
2.434 0.597 -1.359
0.506 -0.597 -0.917
-0.444 1.886 -1.759
0.602 -1.131 -0.695
0.451 1.686 0.996
-0.628 -0.455 0.335

---

Record 3
C2H2N4P | wB97M-V/def2-TZVPD

Energy above the lowest of the compared OMol25 structures with the same formula, charge and spin   0.00 kcal per mole
Charge   +1
Frontier orbital gap (spin up / spin down)   7.4 / 7.5 eV
E_LUMO (spin up / spin down)   -0.331 / -0.310 Eh
Spin multiplicity   1
Calculated total energy   -637.4027 hartree

Each line ends with the Löwdin charge.
Positions of all 9 atoms, in Å:
1 C -1.721 0.140 0.053  -0.1263
2 C -0.460 -0.367 -0.135  -0.2378
3 N 3.730 -1.638 0.098  0.0845
4 N -1.640 1.480 0.081  0.0667
5 N -0.601 2.090 0.070  -0.1094
6 N 2.887 -0.947 0.144  -0.0223
7 P 0.710 1.004 -0.196  1.1355
8 H -2.671 -0.351 0.142  0.1341
9 H -0.233 -1.411 -0.255  0.0749

Atoms 1-6, force components in eV/Å:
1.038 -2.396 -0.231
-0.575 0.389 0.105
-0.335 0.319 0.041
0.804 3.216 0.214
-2.235 0.111 0.193
0.334 -0.410 -0.038

---

Record 4
C36H37NP2SV | wB97M-V/def2-TZVPD

Energy above the lowest of the compared OMol25 structures with the same formula, charge and spin   89.95 kcal per mole
Charge   0
Frontier orbital gap (spin up / spin down)   7.1 / 7.0 eV
E_LUMO (spin up / spin down)   0.005 / 0.004 Eh
Spin multiplicity   4
Calculated total energy   -3473.3566 hartree

Each line ends with the Mulliken spin population.
Positions of all 78 atoms, in Å:
1 V 0.092 -0.264 2.888  2.7967
2 C -1.901 0.043 5.825  0.0935
3 C -2.297 -0.212 4.520  -0.0075
4 C -2.890 0.857 3.600  -0.0741
5 C -1.895 1.688 2.734  0.0170
6 C -0.669 2.327 3.420  0.0155
7 C -0.649 2.651 4.711  0.0499
8 C -1.845 2.650 5.615  0.0048
9 C -1.985 1.350 6.540  0.0015
10 C 1.682 -1.542 2.256  -0.0718
11 H -1.443 -0.739 6.486  -0.0059
12 H -2.885 -1.170 4.341  0.0053
13 H -3.474 1.574 4.213  -0.0064
14 H -3.592 0.460 2.812  -0.0006
15 H -1.653 1.168 1.767  0.0039
16 H -2.490 2.553 2.386  0.0054
17 H 0.232 2.506 2.723  -0.0325
18 H 0.335 2.850 5.170  -0.0020
19 H -2.820 2.900 5.155  0.0021
20 H -1.619 3.430 6.361  0.0001
21 H -1.142 1.396 7.297  0.0008
22 H -2.949 1.338 7.134  0.0046
23 H 1.883 -2.189 3.129  0.0210
24 H 2.566 -0.896 2.155  -0.0098
25 H 1.613 -2.183 1.364  0.0043
26 P 0.108 -1.682 -2.356  0.0042
27 P 1.381 0.495 -1.956  0.0046
28 C -0.975 -0.263 -2.705  0.0018
29 C -0.280 0.917 -2.643  -0.0022
30 C -0.323 -2.915 -3.760  0.0003
31 C -1.358 -2.660 -4.688  0.0000
32 C -2.002 -3.760 -5.315  0.0000
33 C -1.465 -5.058 -5.215  -0.0001
34 C -0.213 -5.215 -4.592  0.0000
35 C 0.367 -4.146 -3.881  0.0001
36 C -0.850 -2.219 -0.890  -0.0041
37 C -0.612 -1.565 0.352  -0.1176
38 C -1.398 -1.862 1.463  -0.0477
39 C -2.396 -2.856 1.380  0.0168
40 C -2.641 -3.506 0.148  -0.0025
41 C -1.907 -3.142 -1.001  0.0053
42 C 2.292 0.748 -3.586  0.0008
43 C 2.086 -0.108 -4.684  0.0001
44 C 2.490 0.254 -5.975  -0.0001
45 C 3.189 1.470 -6.127  0.0000
46 C 3.435 2.336 -5.047  0.0000
47 C 2.969 1.956 -3.787  0.0000
48 C 1.793 1.993 -1.012  0.0110
49 C 3.080 2.127 -0.425  -0.0106
50 C 3.449 3.322 0.215  0.0011
51 C 2.520 4.373 0.336  0.0008
52 C 1.273 4.273 -0.300  -0.0016
53 C 0.919 3.095 -0.978  0.0038
54 H -2.049 -0.403 -2.813  0.0001
55 H -0.498 1.928 -3.035  -0.0001
56 H -1.660 -1.606 -4.873  0.0000
57 H -2.921 -3.603 -5.882  0.0000
58 H -1.980 -5.926 -5.659  0.0000
59 H 0.303 -6.174 -4.648  0.0000
60 H 1.341 -4.244 -3.386  0.0000
61 H 0.195 -0.804 0.420  0.0666
62 H -1.283 -1.343 2.486  0.0532
63 H -2.977 -3.117 2.279  0.0030
64 H -3.420 -4.282 0.111  -0.0002
65 H -2.189 -3.550 -1.992  0.0006
66 H 1.602 -1.085 -4.522  0.0000
67 H 2.277 -0.385 -6.857  0.0000
68 H 3.523 1.787 -7.124  0.0000
69 H 3.967 3.286 -5.201  0.0000
70 H 3.155 2.622 -2.937  0.0006
71 H 3.768 1.272 -0.472  0.0020
72 H 4.467 3.445 0.623  -0.0001
73 H 2.775 5.284 0.884  0.0001
74 H 0.567 5.116 -0.277  -0.0001
75 H -0.053 3.019 -1.468  0.0004
76 S 2.772 -0.168 6.815  0.0164
77 C 1.934 -0.035 5.474  0.0751
78 N 1.247 0.021 4.478  0.1025

Atoms 1-6, force components in eV/Å:
1.548 -0.025 0.404
0.096 -0.905 -1.313
-1.988 -0.419 1.602
-0.336 0.685 -0.557
-0.262 1.296 -0.146
0.497 -0.635 -1.438

---

Record 5
C40H47BrN8O4RbSSbSe4Si | wB97M-V/def2-TZVPD

Energy above the lowest of the compared OMol25 structures with the same formula, charge and spin   0.00 kcal per mole
Charge   -2
Frontier orbital gap   5.0 eV
E_LUMO   0.109 Eh
Spin multiplicity   1
Calculated total energy   -15423.4716 hartree

Each line ends with the Löwdin charge.
Positions of all 108 atoms, in Å:
1 Rb -0.632 0.458 0.597  0.7404
2 Br 7.104 -1.738 0.811  0.7176
3 C 5.354 -1.394 1.456  -0.6926
4 C 4.269 -1.916 0.776  -0.1302
5 C 2.990 -1.620 1.223  -0.0435
6 C 2.803 -0.825 2.349  -0.2666
7 C 3.910 -0.286 3.002  -0.0178
8 C 5.188 -0.569 2.556  -0.1280
9 N 1.471 -0.563 2.741  0.0883
10 C 1.189 -0.501 3.972  -0.0847
11 C -0.186 -0.252 4.455  -0.2595
12 C -0.456 -0.342 5.814  -0.0276
13 C -1.764 -0.175 6.245  -0.0668
14 C -2.746 0.068 5.304  -0.0341
15 C -2.379 0.152 3.963  -0.1087
16 N -1.129 0.004 3.546  0.0832
17 H 4.404 -2.501 -0.123  0.1012
18 H 2.131 -1.978 0.670  0.0905
19 H 3.772 0.413 3.817  0.1161
20 H 6.046 -0.108 3.023  0.1053
21 H 1.943 -0.680 4.748  0.1254
22 H 0.345 -0.549 6.514  0.1061
23 H -2.010 -0.246 7.297  0.1025
24 H -3.785 0.184 5.582  0.1088
25 H -3.118 0.320 3.185  0.0847
26 C -5.654 2.039 2.314  -0.1746
27 Si -4.963 1.098 0.823  0.3475
28 C -6.379 0.911 -0.420  -0.1771
29 C -3.670 2.215 0.056  -0.1801
30 N -4.195 -0.364 1.218  -0.0851
31 C -4.660 -1.361 1.996  -0.3384
32 C -5.989 -1.482 2.491  -0.0516
33 C -6.398 -2.512 3.320  -0.1301
34 C -5.511 -3.504 3.721  -0.1322
35 C -4.203 -3.436 3.253  -0.0451
36 C -3.803 -2.421 2.408  -0.2295
37 O -2.470 -2.358 2.010  0.0034
38 C -1.930 -3.384 1.300  -0.2697
39 C -2.679 -4.332 0.611  -0.0237
40 C -2.024 -5.301 -0.138  -0.0946
41 C -0.639 -5.340 -0.205  -0.1104
42 C 0.099 -4.391 0.494  -0.0807
43 C -0.539 -3.422 1.247  -0.0060
44 H -6.136 2.967 1.993  0.0231
45 H -4.842 2.313 2.995  0.0186
46 H -6.383 1.459 2.884  0.0101
47 H -6.806 1.881 -0.686  0.0205
48 H -7.184 0.283 -0.026  0.0138
49 H -6.013 0.445 -1.339  0.0115
50 H -4.087 3.153 -0.316  0.0369
51 H -3.153 1.734 -0.779  0.0226
52 H -2.925 2.484 0.813  0.0167
53 H -6.709 -0.728 2.193  0.0777
54 H -7.428 -2.539 3.659  0.0882
55 H -5.821 -4.307 4.377  0.0807
56 H -3.472 -4.185 3.537  0.1194
57 H -3.759 -4.297 0.651  0.1164
58 H -2.612 -6.033 -0.680  0.0955
59 H -0.139 -6.095 -0.798  0.0906
60 H 1.181 -4.401 0.444  0.0991
61 H 0.018 -2.666 1.788  0.0970
62 Se 0.731 7.723 -1.141  -0.3054
63 Sb 2.033 5.773 -1.699  -0.2955
64 Se 2.983 4.401 0.044  -0.0678
65 Se 0.213 4.079 -2.857  0.4566
66 Se 3.477 5.886 -3.653  -0.2003
67 C -4.742 -2.332 -1.821  -0.0987
68 N -3.570 -1.795 -1.185  0.0295
69 C -2.335 -1.787 -1.722  -0.6248
70 N -2.178 -2.360 -2.966  0.1756
71 O -1.379 -1.266 -1.150  -0.1815
72 H -5.585 -2.186 -1.148  0.0810
73 H -4.651 -3.411 -2.003  0.0732
74 H -4.973 -1.839 -2.772  0.0820
75 H -3.686 -1.243 -0.313  0.0789
76 H -2.823 -3.070 -3.266  0.0736
77 H -1.213 -2.487 -3.224  0.1031
78 C 4.232 2.685 -5.664  -0.1163
79 C 2.744 2.621 -5.351  -0.2767
80 C 2.377 1.518 -4.376  -0.2491
81 N 3.018 1.707 -3.078  0.0528
82 C 3.017 0.763 -2.153  -0.8219
83 S 2.256 -0.729 -2.317  0.6239
84 N 3.683 1.044 -0.964  0.1103
85 C 4.873 1.706 -0.710  -0.4783
86 O 5.274 1.783 0.431  0.0643
87 C 5.720 2.150 -1.862  -0.1623
88 C 6.301 1.178 -2.673  -0.0361
89 C 7.211 1.551 -3.648  -0.0998
90 C 7.510 2.896 -3.836  -0.1073
91 C 6.898 3.862 -3.051  -0.0864
92 C 6.012 3.493 -2.047  -0.0471
93 H 4.438 3.457 -6.407  0.0692
94 H 4.605 1.728 -6.043  0.0707
95 H 4.805 2.944 -4.773  0.0359
96 H 2.170 2.440 -6.265  0.1069
97 H 2.418 3.583 -4.952  0.0015
98 H 2.687 0.540 -4.750  0.0904
99 H 1.296 1.483 -4.222  0.0894
100 H 3.303 2.652 -2.827  0.1127
101 H 3.375 0.486 -0.181  0.1004
102 H 6.046 0.134 -2.529  0.1165
103 H 7.672 0.796 -4.273  0.0944
104 H 8.201 3.191 -4.617  0.0938
105 H 7.086 4.913 -3.228  0.1017
106 H 5.510 4.235 -1.438  0.0594
107 O 0.079 2.966 -0.444  -0.3667
108 N 0.045 2.665 -1.604  -0.4959

Atoms 1-6, force components in eV/Å:
0.130 0.130 0.280
0.002 -0.005 0.002
0.023 0.014 -0.018
-0.022 0.008 -0.005
0.003 0.010 -0.023
0.002 -0.037 0.029

---

Question: The highest charge belongs to which entry?
Answer: C2H2N4P

---

Question: What is the formula in the third record?
Answer: C2H2N4P